Entry 1:
# C4H12N2O

A cluster of 2 separate species, C4H12N2O in total at a distorted geometry (ωB97M-V with the def2-TZVPD basis set, the Open Molecules 2025 dataset).

```
19
Properties=species:S:1:pos:R:3:forces:R:3
C -0.088782 -0.340569 2.457083 -0.210 -0.816 -1.554
C -0.416482 -0.230291 1.149515 0.630 1.548 0.548
N -1.348318 0.738585 0.720194 0.024 -0.404 -0.629
C 0.154967 -0.981885 -0.033021 -0.194 -1.044 -0.496
C 1.625265 -1.460730 -0.012544 -1.701 0.770 2.542
N 2.559337 -0.386619 0.154192 1.277 0.926 -1.239
H -0.499477 0.355082 3.155081 -0.336 0.127 0.436
H 0.385521 -1.241812 2.819578 0.522 0.291 0.033
H -1.318994 1.685436 1.060712 0.123 -0.119 0.360
H -1.413772 0.705349 -0.284588 -0.106 0.455 0.029
H -0.477520 -1.870668 -0.109507 0.091 -0.323 -0.251
H 0.050643 -0.487385 -1.008765 -0.389 0.549 0.513
H 1.592421 -2.119818 0.854794 0.735 -0.645 -0.046
H 1.745740 -2.014905 -0.925244 0.635 -0.144 -0.263
H 2.791054 0.198987 0.951198 -1.027 -0.946 0.178
H 3.366862 -0.404297 -0.442550 -0.070 -0.227 -0.157
O -3.081950 2.887439 -3.730761 0.079 -0.109 0.076
H -2.708230 2.039874 -3.991675 -0.032 0.018 -0.098
H -2.918279 2.928219 -2.783699 -0.052 0.093 0.018
```
Positions in Å, forces in eV/Å.

## Properties
HOMO level ... -8.18 eV
Energy above the lowest of the compared OMol25 structures with the same formula, charge and spin ... 216.2 kJ/mol
LUMO ... 0.493 eV
SMILES string ... C=C(N)CCN.O
Spin multiplicity ... 1
Kohn-Sham gap ... 8.68 eV

The molecule's Löwdin atomic charges, reported in e, are given here: C 0.021; C -0.408; N 0.066; C -0.176; C -0.287; N -0.001; H 0.041; H 0.048; H 0.086; H 0.059; H 0.115; H 0.105; H 0.095; H 0.109; H 0.076; H 0.053; O -0.057; H 0.030; H 0.026

---

Entry 2:
# C4H12N2O

A cluster of 2 separate species, C4H12N2O in total at a distorted geometry (ωB97M-V with the def2-TZVPD basis set, the Open Molecules 2025 dataset).

```
19
Properties=species:S:1:pos:R:3:forces:R:3
C 0.844153 -0.963221 -1.668698 -2.436 -3.349 -0.456
C -0.663963 -1.518852 -1.333513 -0.058 0.256 1.380
C -0.857451 -1.145016 0.183275 1.437 1.755 -0.844
N -0.747442 0.431123 0.335963 1.008 -1.701 0.029
C -0.863247 0.833037 1.549178 0.718 -1.463 2.320
N 0.078118 1.549987 2.221428 0.432 1.964 -3.907
H 1.433224 -1.784528 -2.021290 -0.147 -1.046 -1.415
H 1.551394 -0.832593 -0.899852 -0.217 1.551 1.866
H 0.794539 -0.262312 -2.429959 0.275 1.697 -1.006
H -0.828021 -2.618911 -1.453673 1.019 0.538 0.388
H -1.569158 -1.215540 -1.956511 1.633 0.769 0.556
H -1.752265 -1.367344 0.674482 -1.729 -1.001 0.317
H -0.017275 -1.709644 0.751747 -1.078 1.405 -0.695
H -1.573720 0.550342 2.344022 -0.601 -1.102 -0.602
H 0.248185 1.528919 3.202172 -0.483 0.381 0.270
H 0.636362 2.070483 1.465490 0.310 -0.734 2.154
O 1.417842 2.157236 -0.151909 1.329 0.229 0.632
H 1.039970 2.903219 -0.597950 -0.493 0.280 -0.524
H 0.828749 1.393619 -0.214397 -0.921 -0.427 -0.463
```
Positions in Å, forces in eV/Å.

## Properties
HOMO level ... -8.25 eV
Energy above the lowest of the compared OMol25 structures with the same formula, charge and spin ... 345.5 kJ/mol
LUMO ... 1.110 eV
SMILES string ... CCC/N=C/N.O
Spin multiplicity ... 1
Kohn-Sham gap ... 9.36 eV

The molecule's Löwdin atomic charges, reported in e, are given here: C -0.088; C -0.196; C -0.203; N -0.029; C -0.336; N 0.092; H 0.046; H 0.049; H 0.039; H 0.089; H 0.107; H 0.060; H 0.129; H 0.117; H 0.085; H 0.088; O -0.073; H 0.041; H -0.018

---

Entry 3:
# C4H12N2O

A structure of composition C4H12N2O (ωB97M-V with the def2-TZVPD basis set, the Open Molecules 2025 dataset).

```
19
Properties=species:S:1:pos:R:3:forces:R:3
C 2.282977 -1.649520 -0.502171 0.144 0.066 -0.159
C 1.032488 -1.342376 0.173534 -0.465 0.043 0.379
N 1.683566 1.356141 -0.346895 -0.246 -0.241 -0.050
O 0.659214 0.439149 -0.772664 0.159 0.064 0.274
N 0.149167 -1.522780 0.935448 0.382 0.077 -0.347
H 1.809215 1.978619 -1.142494 -0.040 -0.031 0.065
H 1.278860 1.936137 0.391944 -0.006 -0.060 -0.088
H -0.588648 -0.514927 0.942316 -0.054 0.190 -0.086
H 2.752835 -2.512315 -0.026842 -0.069 0.066 -0.005
H 2.928675 -0.772189 -0.439092 -0.054 -0.043 0.009
H 2.083709 -1.859471 -1.552877 -0.010 0.010 0.066
C -2.615786 0.346959 -0.124350 0.045 0.012 0.044
C -1.451002 0.671930 0.812011 0.027 -0.067 -0.018
H -3.534232 0.870524 0.152879 0.050 -0.028 -0.014
H -2.833285 -0.724347 -0.117427 0.010 0.043 0.001
H -2.372027 0.622557 -1.152993 -0.006 -0.011 0.046
H -1.248874 1.750519 0.843110 -0.014 -0.048 -0.015
H -1.689258 0.414817 1.850589 0.007 -0.007 -0.043
H -0.327593 0.510573 0.075973 0.140 -0.038 -0.059
```
Positions in Å, forces in eV/Å.

## Properties
HOMO level ... -8.13 eV
Energy above the lowest of the compared OMol25 structures with the same formula, charge and spin ... 588.5 kJ/mol
LUMO ... 0.998 eV
Spin multiplicity ... 1
Kohn-Sham gap ... 9.13 eV

The molecule's Löwdin atomic charges, reported in e, are given here: C -0.039; C -0.221; N -0.032; O -0.346; N 0.162; H 0.070; H 0.064; H 0.065; H 0.093; H 0.074; H 0.094; C -0.152; C -0.247; H 0.060; H 0.067; H 0.067; H 0.082; H 0.085; H 0.054

---

Entry 4:
# C4H12N2O

A structure of composition C4H12N2O at a distorted geometry (ωB97M-V with the def2-TZVPD basis set, the Open Molecules 2025 dataset).

```
19
Properties=species:S:1:pos:R:3:forces:R:3
C 0.727496 0.224527 1.691560 3.690 -0.081 -2.905
O 0.191153 1.277446 2.530943 -1.163 -3.883 -0.419
C -0.043951 0.170538 0.339560 -0.004 1.042 0.638
C 0.163434 -1.110940 -0.441887 -0.638 0.205 0.139
C -0.160681 -0.986898 -1.930409 0.594 -0.897 -0.174
N 0.630019 0.038110 -2.578360 -0.055 0.537 0.220
N -1.472283 0.421048 0.490255 -0.259 -0.228 -0.339
H 0.800981 -0.791846 2.132962 -0.500 0.314 0.480
H 1.777985 0.443032 1.455777 -0.064 0.031 -0.040
H -0.377215 0.407008 2.480889 -1.968 3.379 2.741
H 0.318396 1.053432 -0.188946 0.121 -0.247 -0.372
H -0.542633 -1.837287 -0.018991 0.143 -0.143 -0.035
H 1.155651 -1.550412 -0.312178 0.148 0.266 0.030
H -1.217084 -0.815872 -2.116946 -0.051 0.257 0.216
H 0.062245 -1.994944 -2.316713 -0.196 0.066 -0.276
H 1.618121 -0.164836 -2.596707 -0.036 -0.079 -0.166
H 0.297379 0.333942 -3.484971 0.078 -0.235 0.080
H -1.964665 -0.272898 1.030972 -0.099 -0.152 0.107
H -1.717578 1.350657 0.804895 0.259 -0.152 0.074
```
Positions in Å, forces in eV/Å.

## Properties
HOMO level ... -9.06 eV
Energy above the lowest of the compared OMol25 structures with the same formula, charge and spin ... 293.5 kJ/mol
LUMO ... 0.945 eV
Spin multiplicity ... 1
Kohn-Sham gap ... 10.00 eV

The molecule's Löwdin atomic charges, reported in e, are given here: C -0.289; O -0.078; C -0.404; C -0.176; C -0.297; N -0.003; N 0.043; H 0.127; H 0.124; H 0.092; H 0.133; H 0.116; H 0.115; H 0.107; H 0.100; H 0.069; H 0.066; H 0.073; H 0.081

---

Entry 5:
# C4H12N2O

A cluster of 2 separate species, C4H12N2O in total at a distorted geometry (ωB97M-V with the def2-TZVPD basis set, the Open Molecules 2025 dataset).

```
19
Properties=species:S:1:pos:R:3:forces:R:3
C 1.534457 1.831333 0.085303 0.452 2.161 -2.407
N 1.022626 0.572613 -0.421839 4.103 0.244 0.613
C 1.758180 -0.566619 -0.252114 -3.868 1.092 1.027
C 0.788123 -1.779832 -0.286175 0.550 -3.820 0.668
O 2.854917 -0.473716 0.196217 2.384 -1.392 0.091
H 2.509841 2.180708 -0.478029 -1.419 -1.277 1.624
H 0.865597 2.581354 -0.404236 0.050 -0.264 0.956
H 1.570711 2.003253 1.193945 0.154 -0.547 -1.036
H 0.096198 0.427423 -0.533104 -3.568 0.161 -0.745
H -0.331251 -1.741976 -0.532875 2.207 0.682 -0.201
H 0.814258 -2.313112 0.740508 -0.007 1.440 -1.033
H 1.210803 -2.688822 -0.820027 -0.294 1.339 -0.128
C -1.852220 -0.212320 0.727500 -1.966 -3.226 0.560
N -1.946522 0.345796 -0.686168 -4.074 1.730 -0.178
H -1.308631 0.508324 1.411792 -0.680 -0.851 -1.043
H -2.931957 -0.478516 1.149754 2.109 0.996 -0.536
H -1.364834 -1.298283 0.795961 -0.806 2.792 -0.206
H -2.677758 -0.096090 -1.465508 2.546 0.410 3.143
H -2.612544 1.198484 -0.420908 2.125 -1.669 -1.167
```
Positions in Å, forces in eV/Å.

## Properties
HOMO level ... -9.23 eV
Energy above the lowest of the compared OMol25 structures with the same formula, charge and spin ... 305.0 kJ/mol
LUMO ... 0.668 eV
SMILES string ... CNC(C)=O.CN
Spin multiplicity ... 1
Kohn-Sham gap ... 9.90 eV

The molecule's Löwdin atomic charges, reported in e, are given here: C -0.099; N -0.012; C -0.549; C -0.036; O 0.068; H 0.118; H 0.077; H 0.092; H -0.007; H 0.056; H 0.104; H 0.083; C -0.231; N -0.141; H 0.085; H 0.090; H 0.066; H 0.138; H 0.099

---

Entry 6:
# C4H12N2O

A cluster of 2 separate species, C4H12N2O in total at a distorted geometry (ωB97M-V with the def2-TZVPD basis set, the Open Molecules 2025 dataset).

```
19
Properties=species:S:1:pos:R:3:forces:R:3
H -1.545656 -1.070778 3.195214 0.153 0.617 0.458
N -1.688346 -0.490697 2.379938 -0.304 -0.316 -0.175
C -0.814098 0.381950 2.102134 0.020 -0.857 -1.431
N -0.851934 0.951127 0.808648 0.445 -0.870 1.951
C 0.456683 1.363623 0.294602 -0.623 1.520 -0.220
C 0.451486 1.362418 -1.215509 -1.014 -0.274 -1.216
C 0.368136 -0.049490 -1.870650 0.559 0.785 -0.009
H 0.085444 0.595353 2.686587 -0.167 0.318 0.098
H -1.436516 0.335711 0.265123 0.125 0.019 -0.519
H 1.336390 0.832544 0.702396 -0.509 -0.083 -0.066
H 0.458139 2.408419 0.632467 0.961 -0.060 -0.121
H -0.422797 1.908860 -1.599135 -0.157 -0.027 0.606
H 1.223334 1.971309 -1.683156 0.639 -0.278 0.493
H 1.212641 -0.148847 -2.556239 -0.197 -0.262 -0.092
H 0.408253 -0.859591 -1.162411 0.132 -0.178 0.393
H -0.560987 -0.186271 -2.413637 -0.042 0.051 -0.222
O 0.168420 -3.002660 -0.398042 -0.846 0.286 -1.044
H 0.119651 -3.056079 0.543102 0.285 -0.166 0.883
H 1.031758 -3.246905 -0.711427 0.541 -0.225 0.233
```
Positions in Å, forces in eV/Å.

## Properties
HOMO level ... -8.85 eV
Energy above the lowest of the compared OMol25 structures with the same formula, charge and spin ... 169.6 kJ/mol
LUMO ... 0.761 eV
SMILES string ... [H]/N=C/NCCC.O
Spin multiplicity ... 1
Kohn-Sham gap ... 9.61 eV

The molecule's Löwdin atomic charges, reported in e, are given here: H 0.029; N 0.062; C -0.310; N -0.027; C -0.252; C -0.247; C -0.097; H 0.118; H 0.111; H 0.118; H 0.112; H 0.103; H 0.098; H 0.067; H 0.026; H 0.068; O -0.040; H 0.023; H 0.034